{"formula": "C35H40F4MoN8OTe", "method": "the ωB97M-V functional and the def2-TZVPD basis", "gap_ev": [6.3, 5.6], "multiplicity": 2, "total_charge": 1, "lumo_ev": [-3.79, -4.56], "relative_energy_ev": 2.127, "symbols": ["Mo", "C", "N", "C", "C", "C", "N", "C", "C", "F", "C", "F", "C", "C", "F", "C", "F", "H", "H", "H", "H", "H", "H", "H", "H", "H", "H", "H", "N", "C", "N", "C", "N", "N", "C", "C", "C", "N", "H", "H", "H", "H", "C", "C", "O", "N", "Te", "C", "C", "C", "C", "C", "C", "C", "C", "C", "C", "C", "C", "C", "C", "C", "C", "C", "C", "H", "H", "H", "H", "H", "H", "H", "H", "H", "H", "H", "H", "H", "H", "H", "H", "H", "H", "H", "H", "H", "H", "H", "H", "H"], "xyz": [[-0.48220, 0.12460, -0.03460], [1.10980, 2.59310, 1.30490], [-0.28840, 2.33050, 0.93400], [-0.78630, 3.55350, 0.28720], [-1.08390, 2.11170, 2.15580], [-0.68190, 0.80530, 2.86730], [-0.01870, -0.06190, 1.91550], [0.97060, -0.85980, 2.39010], [2.09710, -1.12230, 1.57960], [2.13090, -0.50460, 0.35570], [3.18230, -1.85920, 2.01010], [4.23080, -2.02910, 1.19750], [3.21070, -2.38670, 3.29230], [2.10970, -2.17020, 4.10890], [2.10740, -2.69180, 5.33600], [1.02020, -1.42490, 3.68770], [-0.02360, -1.26240, 4.52370], [1.17460, 3.38420, 2.06210], [1.65630, 2.91850, 0.42080], [1.59060, 1.69930, 1.70340], [-0.63640, 4.41600, 0.94910], [-1.84980, 3.48010, 0.06290], [-0.24770, 3.73150, -0.64430], [-2.13790, 2.08000, 1.86550], [-0.94530, 2.96010, 2.84170], [-1.57770, 0.33440, 3.29390], [-0.00020, 1.04130, 3.69470], [4.07010, -2.92900, 3.64730], [-2.25880, 0.87760, -0.19040], [-3.05680, 1.51880, -0.79820], [-3.94160, 2.12360, -1.39670], [-4.05000, 3.22160, -2.07100], [-4.16680, 4.18810, -2.68200], [-1.50340, -0.87200, -2.73950], [-1.74930, -0.85380, -4.05670], [-1.37840, 0.39270, -4.50970], [-0.90180, 1.06210, -3.37970], [-0.96920, 0.27350, -2.31100], [-1.64350, -1.62630, -2.07500], [-2.15720, -1.69420, -4.58220], [-1.46100, 0.77260, -5.50430], [-0.56430, 2.08040, -3.30650], [0.23300, -3.74410, 0.52020], [0.53270, -2.69740, -0.54300], [1.38590, -2.97380, -1.43330], [-0.10730, -1.57870, -0.48460], [1.58510, -1.24260, -3.26030], [2.03280, -1.28790, -5.37810], [1.73800, -2.41520, -6.13850], [1.25030, -3.68830, -5.52140], [1.90400, -2.36510, -7.51960], [2.35700, -1.21990, -8.15340], [2.52870, -1.15300, -9.63730], [2.63580, -0.10430, -7.37140], [2.48040, -0.11930, -5.99760], [2.76270, 1.11180, -5.19950], [3.55020, -0.79550, -2.58390], [4.57230, -1.72430, -2.77000], [4.29560, -3.05170, -3.39200], [5.86020, -1.39240, -2.37390], [6.14370, -0.17070, -1.78260], [7.53610, 0.21360, -1.39640], [5.09560, 0.71380, -1.55860], [3.79990, 0.42790, -1.95850], [2.74230, 1.46780, -1.73820], [0.20380, -4.72710, 0.05640], [-0.71320, -3.52030, 1.00990], [1.03070, -3.74510, 1.26160], [1.02110, -3.54390, -4.45970], [2.00980, -4.46480, -5.60620], [0.35890, -4.04000, -6.03670], [1.67010, -3.24460, -8.10110], [2.35330, -2.11900, -10.10220], [3.53540, -0.82380, -9.88840], [1.83440, -0.42790, -10.06170], [2.97410, 0.80400, -7.84870], [2.92550, 1.96730, -5.84970], [3.65530, 0.96100, -4.59260], [1.91240, 1.31830, -4.54480], [3.25590, -3.33710, -3.21690], [4.94340, -3.81530, -2.97360], [4.47370, -3.00920, -4.46590], [6.65170, -2.10790, -2.53550], [8.24880, -0.56270, -1.66110], [7.59870, 0.39960, -0.32460], [7.81580, 1.13380, -1.90920], [5.30050, 1.65760, -1.07220], [3.02430, 2.07290, -0.88100], [1.75290, 1.01630, -1.55350], [2.67220, 2.13440, -2.59740]], "atomic_forces_ev_per_a": [[1.2, -0.2, 0.6], [0.5, 0.0, 0.1], [0.2, 0.0, 0.2], [-0.2, 0.2, -0.3], [-0.4, 0.0, 0.3], [-0.2, 0.4, 0.3], [-0.7, 0.5, -0.6], [1.4, -1.0, 0.5], [-0.3, 0.3, 0.1], [0.2, -0.1, 0.6], [0.0, 0.0, 0.2], [-0.1, 0.1, 0.0], [-0.4, 0.2, -0.3], [0.3, 0.0, -0.2], [-0.1, 0.1, -0.1], [-0.3, 0.1, -0.4], [0.3, -0.1, -0.2], [-0.1, 0.0, -0.1], [0.0, 0.0, 0.1], [-0.1, 0.1, -0.1], [0.0, -0.1, -0.1], [0.1, 0.0, 0.1], [0.0, 0.0, 0.0], [0.3, 0.0, 0.1], [0.0, -0.1, -0.1], [0.2, 0.1, 0.0], [-0.1, -0.1, -0.1], [0.1, -0.1, 0.0], [-1.8, 0.1, 0.1], [0.5, -0.1, 0.0], [-0.6, -1.2, 0.8], [0.3, 0.6, -0.4], [-0.1, 0.5, -0.3], [-0.3, -0.4, 0.0], [0.0, 0.3, -0.2], [0.0, -0.1, 0.1], [-0.2, 0.0, 0.1], [0.3, 0.2, 0.0], [0.1, 0.2, -0.2], [-0.1, -0.2, 0.0], [0.0, 0.1, -0.3], [0.2, 0.1, 0.1], [-0.1, 0.2, -0.3], [1.5, -2.6, -0.4], [-0.4, 0.0, 0.7], [-1.6, 2.0, 0.1], [1.0, 0.4, -0.9], [-0.1, -0.2, 0.2], [0.0, 0.0, 0.2], [0.0, 0.0, 0.1], [0.1, 0.2, 0.0], [0.0, -0.1, 0.1], [0.0, 0.0, 0.0], [0.0, -0.1, 0.1], [0.0, 0.1, 0.0], [0.1, 0.0, -0.1], [-0.1, -0.1, 0.1], [-0.2, 0.0, 0.0], [0.0, -0.1, -0.1], [-0.1, 0.1, 0.0], [-0.1, 0.0, 0.0], [0.0, 0.0, 0.0], [0.0, -0.1, -0.1], [-0.1, 0.1, 0.0], [-0.1, -0.1, 0.0], [0.0, 0.0, 0.0], [0.0, 0.0, 0.1], [0.1, 0.0, 0.0], [0.0, -0.3, -0.1], [0.0, -0.1, 0.1], [-0.1, -0.1, 0.1], [0.0, -0.1, -0.1], [0.0, 0.0, -0.1], [0.1, 0.0, -0.1], [0.0, 0.0, -0.1], [0.1, 0.1, -0.1], [0.0, 0.1, 0.0], [0.0, 0.1, 0.1], [0.1, 0.2, 0.1], [0.1, -0.3, 0.0], [0.0, -0.1, 0.0], [-0.1, -0.1, -0.1], [0.1, -0.1, 0.0], [0.1, 0.0, 0.0], [0.1, 0.0, 0.0], [0.1, 0.0, 0.0], [0.0, 0.1, 0.0], [-0.1, 0.0, 0.1], [0.3, 0.3, 0.0], [-0.1, 0.0, -0.1]]}

{"formula": "C19H26N2O4S", "method": "the ωB97M-V functional and the def2-TZVPD basis", "smiles": "COc1ccc(S(=O)(=O)NC[C@@H]2CCCN(Cc3ccc(C)o3)C2)cc1", "gap_ev": 8.8, "lumo_ev": 0.62, "relative_energy_ev": 3.459, "symbols": ["C", "H", "O", "C", "C", "C", "C", "C", "C", "H", "H", "S", "O", "O", "N", "H", "C", "H", "H", "C", "C", "N", "C", "C", "C", "H", "H", "H", "H", "H", "H", "C", "C", "C", "C", "C", "O", "C", "H", "H", "H", "H", "H", "H", "H", "H", "H", "H", "H", "H", "H", "H"], "xyz": [[-4.07061, -4.48408, -0.57503], [-3.94265, -5.49227, -0.18464], [-3.88866, -3.62523, 0.52763], [-3.99730, -2.28830, 0.34240], [-4.27021, -1.67316, -0.87915], [-4.34707, -0.29285, -0.94957], [-4.15957, 0.46828, 0.18470], [-3.89897, -0.12826, 1.40503], [-3.81796, -1.50185, 1.48609], [-3.61739, -1.99981, 2.42127], [-3.77511, 0.49721, 2.27472], [-4.16837, 2.24272, 0.03725], [-5.13136, 2.64960, -0.94367], [-4.22063, 2.81984, 1.35144], [-2.66915, 2.48723, -0.65680], [-2.69971, 3.13057, -1.42947], [-1.52505, 2.60209, 0.21750], [-1.85034, 2.23870, 1.19465], [-1.21603, 3.64748, 0.33641], [-0.34472, 1.76405, -0.28652], [0.86016, 1.93181, 0.64015], [1.98934, 1.17604, 0.13415], [1.68364, -0.24265, 0.10655], [0.51552, -0.50465, -0.83666], [-0.70781, 0.28417, -0.38389], [-1.53496, 0.15073, -1.08178], [-1.03596, -0.07447, 0.59500], [0.80100, -0.19157, -1.84166], [0.29407, -1.57294, -0.85597], [2.57014, -0.77478, -0.24511], [1.43475, -0.61714, 1.11732], [3.20664, 1.45346, 0.88294], [4.39798, 0.85295, 0.21581], [4.96638, 1.08479, -0.99991], [6.06989, 0.20075, -1.09806], [6.09940, -0.50880, 0.06454], [5.08193, -0.11798, 0.86556], [7.01844, -1.57003, 0.55485], [7.51312, -1.25179, 1.47191], [6.46545, -2.48318, 0.77217], [7.76987, -1.77953, -0.20023], [6.74924, 0.10921, -1.92089], [4.63668, 1.79333, -1.73079], [3.32654, 2.54039, 0.92601], [3.15594, 1.06674, 1.91651], [1.14551, 2.98646, 0.68304], [0.58012, 1.61269, 1.66188], [-0.05953, 2.11824, -1.28159], [-4.56180, 0.20747, -1.88013], [-4.42218, -2.25619, -1.77316], [-5.07434, -4.38526, -0.99890], [-3.32430, -4.30024, -1.35385]], "atomic_forces_ev_per_a": [[0.0, -0.1, -0.2], [0.0, 0.1, -0.1], [0.0, 0.2, 0.2], [0.0, 0.2, 0.2], [0.0, -0.2, 0.0], [-0.1, 0.0, 0.0], [-0.1, 0.6, 0.0], [0.0, 0.0, 0.1], [0.0, -0.2, -0.2], [0.0, 0.0, 0.1], [0.0, 0.0, 0.2], [0.4, 0.0, -0.3], [0.1, -0.2, -0.2], [0.2, -0.3, 0.0], [-0.9, 0.0, 0.1], [-0.3, 0.1, -0.1], [0.6, -0.2, 0.2], [0.2, 0.1, 0.1], [-0.1, -0.1, 0.1], [-0.3, 0.0, 0.4], [-0.1, 0.2, -0.3], [0.0, 0.0, 0.1], [0.0, -0.2, -0.3], [-0.1, 0.0, 0.3], [0.2, 0.1, -0.3], [0.0, 0.0, 0.0], [-0.1, 0.0, 0.1], [0.0, 0.0, -0.1], [0.0, 0.0, -0.1], [0.0, 0.0, 0.1], [0.0, 0.0, 0.0], [0.0, -0.1, 0.0], [-0.1, 0.6, -0.6], [-0.4, 0.0, 0.6], [0.1, -0.4, 0.5], [0.5, 0.0, -0.7], [0.0, -0.2, 0.3], [-0.3, 0.2, 0.2], [0.1, 0.0, 0.0], [0.0, -0.1, 0.0], [0.0, 0.0, 0.0], [0.2, -0.1, -0.1], [-0.2, 0.2, -0.1], [0.0, -0.1, 0.1], [0.0, 0.1, 0.0], [0.0, 0.0, 0.1], [0.0, 0.0, 0.0], [0.1, 0.0, 0.0], [0.0, 0.0, -0.2], [0.0, -0.1, -0.1], [0.0, 0.0, 0.0], [0.0, 0.0, 0.0]]}

no.,E_tot (eV)
1,-70922.0796
2,-42129.4717